{"formula": "C34H50AuBN7O3S", "method": "ωB97M-V with the def2-TZVPD basis set", "symbols": ["Au", "C", "C", "C", "C", "C", "C", "C", "C", "C", "N", "N", "B", "N", "N", "C", "C", "C", "C", "C", "C", "C", "C", "C", "N", "N", "C", "C", "C", "C", "C", "C", "C", "C", "C", "H", "H", "H", "H", "H", "H", "H", "H", "H", "H", "H", "H", "H", "H", "H", "H", "H", "H", "H", "H", "H", "H", "H", "H", "H", "H", "H", "H", "H", "H", "H", "H", "H", "H", "H", "H", "H", "H", "H", "H", "H", "H", "H", "H", "H", "H", "O", "C", "N", "S", "O", "O", "C", "C", "C", "C", "C", "C", "H", "H", "H", "H"], "coordinates": [[-0.617, 0.932, 0.655], [-3.388, -2.727, 0.970], [-1.895, -3.059, 0.868], [-1.163, -2.582, 2.112], [-1.350, -2.547, -0.436], [-1.345, -3.296, -1.612], [-0.899, -2.460, -2.608], [-0.848, -2.927, -4.043], [-2.228, -2.789, -4.700], [0.279, -2.408, -4.930], [-0.650, -1.248, -2.033], [-0.904, -1.318, -0.678], [-0.098, 0.056, -2.634], [1.402, 0.236, -2.068], [1.770, -0.255, -0.869], [3.080, -0.111, -0.650], [3.599, 0.471, -1.789], [2.526, 0.689, -2.655], [2.679, 1.411, -3.967], [2.584, 0.513, -5.201], [1.781, 2.642, -4.053], [3.773, -0.567, 0.606], [4.137, -2.051, 0.551], [3.020, -0.177, 1.866], [-1.004, 1.311, -2.363], [-1.141, 1.847, -1.101], [-1.911, 2.928, -1.174], [-2.292, 3.112, -2.492], [-1.715, 2.092, -3.226], [-2.009, 1.997, -4.717], [-1.692, 3.331, -5.408], [-1.439, 0.862, -5.551], [-2.307, 3.787, -0.002], [-1.102, 4.383, 0.727], [-3.257, 3.065, 0.957], [-3.826, -3.191, 1.855], [-3.527, -1.646, 1.048], [-3.931, -3.076, 0.093], [-1.794, -4.146, 0.815], [-1.406, -1.540, 2.309], [-1.485, -3.159, 2.980], [-0.081, -2.699, 2.006], [-1.645, -4.325, -1.731], [-0.675, -4.001, -3.934], [-2.592, -1.763, -4.674], [-2.187, -3.111, -5.742], [-2.961, -3.404, -4.179], [0.052, -1.434, -5.355], [1.221, -2.335, -4.383], [0.425, -3.097, -5.763], [0.044, -0.043, -3.799], [4.624, 0.747, -1.968], [3.711, 1.769, -3.930], [1.554, 0.296, -5.467], [3.050, 1.019, -6.047], [3.102, -0.434, -5.048], [0.731, 2.369, -3.981], [2.000, 3.348, -3.252], [1.938, 3.147, -5.007], [4.687, 0.031, 0.668], [3.238, -2.668, 0.511], [4.733, -2.267, -0.335], [4.718, -2.332, 1.429], [1.082, -0.725, -0.288], [3.567, -0.470, 2.762], [2.838, 0.900, 1.869], [-2.931, 3.892, -2.868], [-3.098, 1.884, -4.743], [-0.617, 3.513, -5.433], [-2.050, 3.299, -6.437], [-2.164, 4.178, -4.915], [-0.371, 0.989, -5.727], [-1.606, -0.109, -5.101], [-1.931, 0.871, -6.525], [-2.865, 4.615, -0.448], [-0.494, 3.605, 1.191], [-0.469, 4.950, 0.042], [-1.441, 5.053, 1.517], [-2.772, 2.214, 1.440], [-3.582, 3.746, 1.743], [-4.141, 2.695, 0.435], [1.717, -0.840, 1.895], [0.936, -0.363, 2.870], [-0.011, 0.457, 2.589], [-0.818, 0.979, 4.009], [-0.479, 2.348, 4.197], [-2.172, 0.549, 3.930], [0.150, -0.065, 5.057], [0.047, -0.252, 6.416], [0.926, -1.163, 6.996], [1.856, -1.857, 6.229], [1.945, -1.655, 4.857], [1.083, -0.738, 4.282], [-0.688, 0.277, 7.007], [0.878, -1.341, 8.061], [2.514, -2.570, 6.708], [2.651, -2.212, 4.254]], "atomic_forces_ev_per_a": [[0.05, 0.36, 0.47], [0.00, 0.03, -0.01], [-0.01, -0.01, 0.01], [0.03, -0.04, 0.02], [0.03, -0.03, 0.01], [-0.02, -0.03, 0.03], [-0.09, 0.06, -0.01], [0.04, -0.02, 0.01], [0.00, -0.01, 0.00], [0.02, 0.04, -0.02], [0.06, -0.12, 0.03], [-0.06, -0.09, -0.18], [-0.08, 0.00, -0.04], [0.11, 0.15, -0.26], [0.02, -0.15, 0.19], [-0.01, -0.16, -0.02], [0.00, 0.15, 0.13], [0.05, 0.11, 0.11], [0.03, 0.05, 0.02], [-0.01, -0.05, 0.03], [-0.02, -0.01, -0.04], [-0.07, 0.08, -0.01], [-0.08, -0.01, 0.03], [-0.13, 0.07, -0.12], [0.01, 0.09, 0.10], [0.12, -0.27, -0.25], [-0.03, 0.01, 0.07], [0.00, 0.02, -0.01], [0.02, -0.04, 0.00], [-0.02, -0.01, 0.00], [-0.01, 0.00, 0.00], [0.00, 0.01, -0.01], [0.01, -0.02, 0.01], [0.00, 0.00, -0.01], [0.00, 0.00, -0.01], [0.00, 0.01, 0.00], [0.00, 0.00, -0.01], [0.00, -0.01, 0.01], [-0.02, 0.00, -0.02], [-0.01, 0.03, -0.01], [0.00, 0.00, 0.00], [-0.03, 0.01, 0.01], [0.00, 0.00, 0.00], [0.02, 0.00, 0.00], [0.01, 0.02, -0.01], [0.00, 0.00, 0.00], [0.00, 0.00, 0.00], [0.03, 0.04, -0.01], [0.02, 0.00, 0.00], [0.00, 0.00, 0.01], [-0.03, -0.01, 0.01], [0.00, 0.01, 0.01], [0.00, 0.00, 0.00], [-0.08, -0.06, 0.02], [-0.04, 0.00, -0.01], [0.02, 0.00, -0.01], [-0.01, 0.00, -0.03], [-0.01, -0.01, 0.01], [0.01, 0.01, 0.01], [0.08, -0.11, -0.07], [0.00, -0.01, 0.02], [0.00, 0.02, 0.00], [-0.02, -0.02, 0.01], [-0.24, -0.04, -0.07], [0.12, 0.05, -0.04], [0.03, 0.00, 0.08], [0.00, 0.00, 0.01], [0.00, -0.02, 0.01], [0.01, -0.01, 0.01], [0.01, 0.00, 0.00], [0.00, 0.00, -0.01], [0.02, -0.01, 0.01], [-0.02, -0.02, -0.01], [0.01, 0.01, 0.00], [0.00, 0.01, 0.02], [0.00, 0.01, 0.02], [0.01, -0.01, 0.00], [0.00, 0.00, 0.00], [-0.01, 0.01, 0.02], [-0.01, 0.00, 0.00], [0.00, -0.01, 0.00], [0.11, -0.06, 0.17], [-0.11, 0.16, -0.15], [0.21, -0.20, -0.25], [0.00, 0.09, 0.03], [-0.03, 0.01, 0.00], [0.00, -0.06, -0.02], [-0.01, -0.02, -0.02], [-0.01, 0.00, 0.00], [0.00, 0.00, 0.00], [0.00, 0.00, 0.00], [0.01, 0.00, -0.01], [0.00, -0.01, 0.00], [0.00, 0.00, 0.00], [0.00, 0.00, 0.00], [0.00, 0.00, 0.00], [0.00, 0.01, 0.00]], "multiplicity": 1, "largest_force_ev_per_a": 0.6, "total_charge": 1, "orbital_gap_ev": 7.5, "de_lowest_kj_mol": 15.8, "lumo_energy_ha": -0.131}